The following is a quantum chemistry calculation of a molecular structure, C31H37N2OTi, from the Open Molecules 2025 dataset.

Its calculated total energy is -2237.5530 Ha. Its expectation value of S² is 2.010. The value obtained for the molar mass is 501.52 g/mol.

ORCA input file:
```
! RIJCOSX wB97M-V def2-TZVPD def2/J DEFGRID3
* xyz -1 3
Ti 0.237 -1.849 0.493
O -1.698 2.147 -0.888
N -0.949 4.056 -1.646
N 3.580 -3.443 1.105
C -1.222 -3.307 -0.150
C -2.140 -1.282 -0.873
C -1.271 -0.266 2.197
C 4.084 -2.319 1.869
C 1.789 -0.961 -0.701
C -5.317 1.400 -2.630
C 3.334 0.417 -1.927
C -1.466 3.441 -2.900
C 4.301 -0.610 -1.843
C -2.179 -2.253 0.161
C -4.982 2.411 -1.713
C 0.547 2.727 3.115
C 2.484 -3.211 0.186
C 4.012 -1.825 -1.205
C 3.459 -4.660 1.884
C 2.755 -1.962 -0.607
C -0.899 3.084 -0.660
C -4.331 0.932 -3.499
C -0.536 -2.888 -1.365
C -1.095 -1.626 -1.764
C -3.720 3.006 -1.749
C 0.024 2.948 0.599
C -1.800 2.678 2.341
C -0.382 2.211 2.010
C -3.057 1.525 -3.524
C 2.053 0.234 -1.368
C -0.743 -1.545 2.520
C 0.697 -1.428 2.572
C -2.739 2.627 -2.698
C -0.235 0.674 2.023
C 0.984 -0.074 2.160
H 3.270 -5.504 1.203
H -2.116 2.243 3.290
H -0.869 -1.065 -2.653
H 0.604 3.817 3.134
H 3.590 1.354 -2.442
H 1.247 0.970 -1.447
H 0.144 4.022 0.879
H 2.482 -4.096 -0.484
H -1.549 4.184 -3.702
H 1.464 -3.246 0.742
H -2.508 2.431 1.546
H -1.280 -2.449 2.840
H 4.594 -1.593 1.227
H -2.295 1.116 -4.194
H -1.065 -4.227 0.413
H 1.391 -2.211 2.943
H -2.953 -2.295 0.918
H -2.329 -0.011 2.145
H -4.583 0.130 -4.194
H -2.805 -0.433 -0.981
H -3.451 3.757 -1.002
H -5.714 2.778 -0.989
H -1.796 3.764 2.472
H 0.235 -3.447 -1.877
H 4.816 -2.688 2.613
H -0.130 4.690 -1.746
H 4.741 -2.643 -1.124
H 5.293 -0.470 -2.284
H 3.298 -1.764 2.424
H 1.987 0.359 2.113
H 0.138 2.407 4.076
H 4.395 -4.837 2.448
H -0.674 2.722 -3.124
H 1.563 2.333 3.051
H 2.614 -4.605 2.610
H -6.331 0.992 -2.643
H 1.002 2.508 0.274
*
```



The following is a quantum chemistry calculation of a single C19H21N3O6 molecule, from the Open Molecules 2025 dataset.

Its calculated total energy is -1351.6668 Ha. The calculation puts the energy relative to the best compared isomer or geometry (same formula, charge and spin) at 20.586 eV. Its structure (SMILES) is COc1ccc(C(=O)N2CCO[C@H]2CNC(=O)C(=O)NCc2ccco2)cc1. The value obtained for the molar mass is 387.39 g/mol.

ORCA input file:
```
! RIJCOSX wB97M-V def2-TZVPD def2/J DEFGRID3
* xyz 0 1
O -0.810 2.891 -1.538
O -2.045 -0.665 -0.780
O -1.712 -5.486 0.464
O 2.839 1.426 -3.276
O -0.118 2.427 4.523
O 1.194 -1.640 -2.156
N -0.090 0.222 -2.694
N 1.442 1.907 -1.596
N -0.826 -2.476 -0.168
C 0.519 0.890 -3.626
C -3.360 -4.477 -0.806
C 0.098 -0.945 -2.094
C 3.199 0.572 -1.885
C 1.689 1.825 -2.966
C -3.543 -5.811 -0.931
C 0.366 2.486 0.704
C 1.049 3.322 1.198
C -1.507 -3.056 0.726
C 0.254 2.611 -1.067
C 0.032 2.540 3.311
C 2.378 1.335 -0.871
C -1.196 -1.185 -1.190
C -1.031 1.852 2.681
C -2.217 -4.380 0.147
C 1.016 3.394 2.590
C -0.731 1.809 1.299
C -2.362 -6.481 -0.313
C 0.850 3.239 5.462
H 0.079 -2.952 -0.839
H 0.415 3.015 6.450
H -4.170 -3.686 -1.101
H -4.095 -6.436 -1.689
H 2.928 -0.387 -2.136
H 1.740 3.877 3.195
H 2.001 3.891 0.568
H 1.773 3.033 5.217
H -0.948 0.763 -2.427
H -2.061 -7.441 -0.106
H 0.263 1.338 -4.341
H 1.456 2.899 -3.352
H 2.134 0.659 -0.189
H 3.245 2.005 -0.252
H -1.578 1.075 0.648
H 0.645 4.240 5.335
H 4.300 0.661 -1.789
H -2.152 -2.451 0.947
H 1.272 -0.116 -3.983
H -1.000 -3.312 1.502
H -1.623 1.179 3.196
*
```



The following is a quantum chemistry calculation of 2 unconnected molecules or ions with the total composition C6H10N2O3, from the Open Molecules 2025 dataset.

Its calculated total energy is -569.6990 Ha. The calculation puts the energy relative to the best compared isomer or geometry (same formula, charge and spin) at 5.706 eV. Its structure (SMILES) is C[C@@H]1C(=[N+]([O-])O)[C@H]1C.N=C=O. The value obtained for the molar mass is 158.16 g/mol.

ORCA input file:
```
! RIJCOSX wB97M-V def2-TZVPD def2/J DEFGRID3
* xyz 0 1
O 1.538 -2.162 1.045
O 0.183 1.660 2.344
O -1.404 0.089 2.082
N -0.739 -2.605 1.328
N -0.297 0.841 1.564
C -1.667 0.269 -1.454
C 0.397 -2.268 1.208
C 0.784 1.014 -0.776
C -0.301 -0.051 -0.896
C 2.228 0.671 -1.050
C 0.096 0.484 0.408
H -1.656 0.185 -2.539
H 0.044 -1.049 -1.143
H 2.402 0.616 -2.127
H -1.971 1.277 -1.186
H 2.881 1.437 -0.630
H -1.577 -2.120 1.563
H -2.406 -0.429 -1.062
H 0.516 2.026 -1.070
H -1.537 0.402 2.994
H 2.486 -0.287 -0.603
*
```



The following is a quantum chemistry calculation of a molecular structure, C4H5O3Tl, from the Open Molecules 2025 dataset.

Its calculated total energy is -553.5204 Ha. The calculation puts the energy relative to the best compared isomer or geometry (same formula, charge and spin) at 0.000 eV. The value obtained for the molar mass is 305.46 g/mol.

ORCA input file:
```
! RIJCOSX wB97M-V def2-TZVPD def2/J DEFGRID3
* xyz 0 1
Tl 0.608 -1.698 2.690
O 0.000 0.477 1.821
O -0.477 -5.317 4.006
O 0.822 1.246 -0.084
C 0.699 0.239 0.807
C -0.237 -4.248 3.752
C -0.275 1.559 -0.958
C 0.063 1.090 -2.356
H -0.456 2.644 -0.939
H 1.128 0.832 -2.443
H -0.536 0.212 -2.636
H -0.153 1.895 -3.073
H -1.186 1.067 -0.587
*
```